(1)
11
Properties=species:S:1:pos:R:3:forces:R:3 method="wB97M-V/def2-TZVPD" orbital_gap_ev="7.620 / 7.830" homo_ha="-0.2697 / -0.2651" de_lowest_ev=4.394 total_charge=0
C 1.7803 -0.1591 -0.4503 1.212 1.148 -0.906
C -0.9478 -0.0120 -1.2023 -0.109 -0.013 1.887
C 0.8228 -0.4710 0.5316 -0.498 2.529 -0.903
N 2.5266 0.1921 -1.2852 -1.059 -0.738 1.241
N -1.9652 0.3305 -0.6297 0.403 -0.217 0.687
N 0.4945 0.3150 1.6243 0.561 -1.789 -0.560
H -0.5937 -0.3609 -2.1496 -0.022 -0.174 -0.903
H 0.5262 -1.4469 0.6202 -0.563 -2.261 0.105
H -2.9708 0.3537 -0.7968 0.398 0.065 -0.776
H 0.6427 1.2811 1.6470 0.177 1.329 -0.268
H -0.3157 -0.0222 2.0908 -0.500 0.121 0.396


(2)
18
Properties=species:S:1:pos:R:3:forces:R:3 method="wB97M-V/def2-TZVPD" orbital_gap_ev=9.633 homo_ha=-0.3201 de_lowest_ev=3.268 total_charge=0
C 2.8141 0.1318 -0.0727 0.231 0.070 -0.033
N 1.5196 0.4650 -0.6340 -0.062 0.150 -0.202
C 0.4179 -0.0031 -0.0028 0.627 -0.090 0.825
O 0.5722 -0.6214 1.0448 1.613 0.825 0.402
C -0.9500 0.0428 -0.5760 -0.238 -1.002 1.278
C -1.4040 -1.5106 0.5475 -0.945 0.416 -1.424
C -1.9500 1.0453 -0.0182 -0.012 0.049 0.304
H 3.1422 0.8550 0.6821 -0.026 -0.078 -0.098
H 3.5537 0.0724 -0.8730 -0.021 0.080 0.061
H 2.7257 -0.8409 0.4187 0.055 0.232 -0.148
H 1.4494 1.1651 -1.3500 -0.036 -0.095 -0.136
H -0.9189 0.1704 -1.7049 -0.326 -1.227 1.151
H -1.1403 -1.7173 1.6231 0.092 1.223 -1.356
H -1.0573 -2.3791 -0.0063 -0.400 0.047 -0.253
H -2.4553 -1.3135 0.5225 -0.878 -0.643 -0.391
H -2.9603 0.6440 -0.1817 0.205 0.155 0.039
H -1.7925 1.1145 1.0589 -0.157 0.142 0.037
H -1.9421 2.0574 -0.4456 0.277 -0.255 -0.057


(3)
11
Properties=species:S:1:pos:R:3:forces:R:3 method="wB97M-V/def2-TZVPD" orbital_gap_ev=10.229 homo_ha=-0.7585 smiles="[NH+]#CNC=C=[NH2+]" de_lowest_ev=0.779 total_charge=+2
N -1.6425 -1.3371 0.0869 -0.473 2.595 -0.209
C -1.6194 -0.1766 0.0607 0.825 -1.699 -0.916
N -1.1156 0.9803 -0.1942 -0.705 1.609 0.321
C 0.1920 1.3041 0.2096 2.104 -1.972 1.435
C 1.0041 0.2383 0.0936 2.121 0.610 0.555
N 1.9060 -0.6555 -0.1127 -1.408 0.842 -0.522
H -2.0771 -2.2019 0.2232 -0.712 -1.817 0.585
H -1.5942 1.7597 -0.6200 -0.995 -0.037 -0.221
H 0.4011 2.2559 0.8366 -0.046 -1.481 -1.443
H 2.2375 -1.4584 0.4838 -0.839 1.011 0.017
H 2.3081 -0.7089 -1.0675 0.128 0.339 0.398


(4)
75
Properties=species:S:1:pos:R:3:forces:R:3 method="wB97M-V/def2-TZVPD" orbital_gap_ev="7.176 / 7.293" multiplicity=2 homo_ha="-0.6132 / -0.6133" total_charge=+3
Ce 0.8806 1.5719 -0.0054 -1.900 -2.723 2.066
P -1.0222 -0.9958 -0.9356 0.278 -1.473 -0.587
P 2.0091 1.8107 -2.4369 1.462 -0.094 -2.596
P -1.9625 1.9229 -0.6879 -1.457 1.257 0.006
H 0.2565 0.2955 3.7540 -0.600 -0.154 -0.253
C -0.7677 0.0729 3.4093 0.270 0.277 -0.218
C -1.0921 -1.0951 2.8494 0.340 0.388 -0.362
H -0.3093 -1.8255 2.6058 -0.510 0.060 0.387
C -0.3825 -2.6735 -0.5621 0.332 -0.107 0.179
C -0.7578 -1.0540 -2.7648 -0.041 0.131 0.075
C -2.7784 -1.5829 -0.8789 -0.268 0.279 0.225
C 3.1801 3.0041 -1.6448 -0.141 0.166 0.128
C 3.2105 0.7238 -3.2915 0.058 -0.503 0.221
C 1.2729 2.7519 -3.8179 -0.458 0.167 0.250
C -3.2835 1.4269 0.4912 0.063 -0.285 0.494
C -2.8767 1.7122 -2.2573 0.183 -0.185 -0.537
C -2.1518 3.7444 -0.5406 0.179 0.139 0.068
H -1.5111 0.8626 3.5577 0.175 -0.373 0.266
H -2.1309 -1.3174 2.5856 0.415 -0.041 0.028
H -0.6043 -2.9340 0.4785 0.136 -0.011 -0.176
H 0.6882 -2.7616 -0.7589 -0.205 -0.033 0.228
H -0.9123 -3.3763 -1.2150 0.187 0.066 0.161
H 0.3195 -1.1053 -2.9901 -0.407 0.040 -0.036
H -1.2111 -0.1877 -3.2615 0.202 -0.244 0.007
H -1.2446 -1.9705 -3.1299 0.216 0.292 -0.054
H -3.0934 -1.6899 0.1672 -0.059 0.136 -0.276
H -2.8011 -2.5863 -1.3254 0.077 0.341 0.046
H -3.4830 -0.9604 -1.4365 0.114 -0.119 0.307
H 3.1816 3.9009 -2.2769 0.217 -0.053 0.359
H 4.1880 2.5754 -1.5576 -0.305 0.147 -0.051
H 2.8898 3.3217 -0.6205 0.566 -0.036 -0.439
H 3.9522 1.3135 -3.8597 -0.485 -0.205 0.149
H 2.6599 0.0273 -3.9421 0.222 0.362 -0.024
H 3.7290 0.0927 -2.5545 0.002 0.376 -0.235
H 2.0301 3.4033 -4.2791 -0.306 -0.250 0.047
H 0.4294 3.3476 -3.4402 0.279 0.068 -0.210
H 0.8559 2.0511 -4.5549 0.250 0.144 0.159
H -3.9116 2.3066 0.6934 0.222 -0.309 -0.008
H -2.8638 1.0528 1.4341 -0.201 0.102 -0.170
H -3.9262 0.6472 0.0644 0.280 0.195 0.122
H -3.6346 2.5068 -2.3107 0.202 -0.258 0.016
H -3.3842 0.7408 -2.3224 0.264 0.388 -0.021
H -2.1949 1.8126 -3.1100 -0.279 0.053 0.044
H -3.2282 3.9583 -0.5104 0.326 0.172 -0.167
H -1.6791 4.2500 -1.3949 -0.179 -0.004 0.232
H -1.6995 4.1127 0.3878 -0.167 -0.004 -0.346
C 0.8650 4.8915 1.5682 0.042 1.397 1.021
C 1.9754 5.7424 1.6669 -0.864 -0.095 -0.724
C 1.7006 7.0679 2.0284 0.091 0.407 0.036
C 0.4208 7.4659 2.4430 -0.180 -0.589 -0.230
C -0.5960 6.4955 2.5776 0.700 -0.024 -0.005
C -0.3621 5.1688 2.1649 0.113 0.628 0.107
O 0.9050 3.7567 0.7304 1.992 -0.946 -0.522
H 1.7854 3.7468 0.2346 -1.234 1.386 1.104
H 2.9855 5.4178 1.3724 -0.524 0.277 -0.116
H 2.4827 7.8305 1.8861 -0.337 -0.530 0.429
H 0.2146 8.5238 2.6476 0.113 -0.579 -0.010
H -1.5735 6.7809 2.9666 0.301 -0.155 -0.007
H -1.0961 4.3751 2.3439 0.130 0.447 -0.378
N 2.6786 1.0147 2.6309 0.453 -0.480 -0.591
C 2.9414 -0.1412 1.8518 -0.334 -0.040 -0.533
N 2.5665 -0.2110 0.5754 0.348 -0.049 0.574
C 3.0338 -1.4259 -0.0100 -0.035 0.513 0.525
C 2.8218 -1.8902 -1.3153 0.389 -0.381 0.066
C 3.4368 -3.1028 -1.6967 -0.034 0.533 0.349
C 4.2290 -3.8315 -0.7786 -0.280 0.325 -0.025
C 4.3489 -3.3780 0.5412 0.301 -0.794 -0.281
C 3.7675 -2.1800 0.9127 -0.328 -0.688 -0.333
S 3.7296 -1.5139 2.5313 0.021 0.545 -0.987
H 2.9612 0.7863 3.5859 -0.475 0.479 0.073
H 3.3014 1.7737 2.3428 -0.058 -0.143 0.124
H 2.1767 -1.3169 -2.0010 0.481 -0.474 0.381
H 3.3137 -3.4736 -2.7192 0.018 0.129 0.430
H 4.7296 -4.7589 -1.1049 -0.371 0.613 0.303
H 4.8862 -3.9575 1.2893 0.008 0.008 -0.281


(5)
23
Properties=species:S:1:pos:R:3:forces:R:3 method="wB97M-V/def2-TZVPD" orbital_gap_ev="7.408 / 6.801" multiplicity=2 homo_ha="-0.2710 / -0.2554" de_lowest_ev=1.549 total_charge=0
C -0.7939 0.3617 1.0110 0.288 0.493 0.902
N -0.2865 0.2343 -0.3203 -0.536 -0.584 0.155
C -0.1263 1.4618 -1.0587 0.644 0.125 0.027
C 0.3351 1.1820 -2.4722 -1.011 -0.881 -0.801
C 1.6446 0.4205 -2.6406 -0.229 1.118 1.078
S 1.3342 -2.9362 1.6061 0.131 -0.118 0.292
C -1.0632 -1.0155 1.5663 0.757 -0.230 -0.438
N -0.7729 -1.2695 3.0033 -0.648 -0.514 0.836
H -1.6671 0.9806 1.0031 -0.852 0.331 -0.179
H -0.1288 0.9110 1.7094 0.277 -0.197 -0.074
H 0.4952 -0.4030 -0.3198 0.315 0.168 -0.171
H -1.0980 1.9497 -1.0853 -0.117 0.165 -0.019
H 0.5798 2.1531 -0.5737 0.016 0.092 0.130
H 0.2809 2.0610 -3.1038 0.329 0.500 0.144
H -0.4399 0.5442 -2.9199 -0.045 -0.037 0.150
H 2.4742 1.0629 -2.3448 0.248 0.079 -0.364
H 1.7200 0.1054 -3.6716 0.366 -0.387 0.002
H 1.6683 -0.3718 -1.8993 0.093 -0.638 -0.502
H -1.9808 -1.5001 1.2434 -0.167 0.196 0.354
H -0.2325 -1.6407 1.2297 -0.074 -0.175 -0.868
H -1.4306 -0.9928 3.7251 -0.297 0.425 -0.148
H 0.1771 -0.9944 3.2783 0.088 0.104 -0.489
H -0.6888 -2.3041 3.0340 0.422 -0.036 -0.014


(6)
14
Properties=species:S:1:pos:R:3:forces:R:3 method="wB97M-V/def2-TZVPD" orbital_gap_ev="6.931 / 6.901" multiplicity=3 homo_ha="-0.2338 / -0.3612" de_lowest_ev=0.000 total_charge=0
C -1.0693 -1.1461 1.4223 2.391 -1.576 -3.549
C -1.1312 0.2124 1.4577 1.345 1.522 -2.064
C -0.3440 -2.0009 0.5236 0.112 -0.768 0.947
C 1.0325 1.6426 -1.7405 -2.137 1.889 1.598
N 0.8435 0.8791 -0.4486 -1.523 3.707 -0.452
O 0.2899 -1.8008 -0.4841 0.067 1.287 -0.996
S -0.5796 1.3825 0.3236 -0.103 -0.563 0.107
Cl -0.0672 -3.7381 1.0778 -0.741 0.369 0.522
H -1.4469 -1.6271 2.2117 -1.600 -1.811 2.863
H -1.6452 0.5934 2.2600 -0.836 1.461 1.673
H 1.4510 2.5350 -1.2909 -0.001 0.810 -0.868
H 1.7938 1.2023 -2.2855 1.254 -1.153 -1.121
H 0.0982 1.9183 -2.4179 1.753 -0.968 1.694
H 0.7744 -0.0527 -0.6093 0.021 -4.208 -0.352


(7)
37
Properties=species:S:1:pos:R:3:forces:R:3 method="wB97M-V/def2-TZVPD" orbital_gap_ev=9.022 homo_ha=-0.3628 smiles="O=C(NCCOC(=O)c1ccccc1)c1ccc([N+](=O)[O-])cc1" de_lowest_ev=3.157 total_charge=0
O -1.1163 -2.0843 -0.8126 0.021 -0.287 0.046
C -1.3984 -0.9265 -0.5861 -0.066 0.263 -0.002
N -0.4764 0.0658 -0.5404 0.179 0.268 0.141
C 0.9322 -0.2005 -0.6913 0.448 -0.174 0.015
C 1.6197 -0.3983 0.6692 -0.605 0.284 -0.020
O 3.0201 -0.5604 0.5195 0.335 -0.180 -0.112
C 3.7341 0.5637 0.3265 -0.288 0.265 0.039
O 3.2296 1.6608 0.2803 0.061 -0.121 0.008
C 5.1830 0.3012 0.1889 0.352 -0.063 -0.041
C 5.7020 -0.9912 0.2136 -0.135 0.135 0.008
C 7.0640 -1.1854 0.0804 0.095 -0.054 -0.009
C 7.9119 -0.0998 -0.0771 0.002 -0.027 0.002
C 7.3986 1.1876 -0.1028 0.045 0.017 -0.004
C 6.0384 1.3897 0.0289 -0.221 -0.073 0.027
C -2.8109 -0.4851 -0.3512 -0.315 -0.077 -0.007
C -3.6773 -1.3927 0.2551 0.174 0.145 -0.113
C -4.9957 -1.0555 0.4844 -0.262 0.171 0.013
C -5.4488 0.1971 0.0882 1.275 -0.297 -0.252
N -6.8264 0.5617 0.3243 -0.484 0.139 0.077
O -7.5339 -0.2491 0.8806 -0.208 -0.172 0.132
O -7.1880 1.6572 -0.0471 -0.139 0.257 -0.072
C -4.6043 1.1040 -0.5407 -0.383 0.034 0.125
C -3.2841 0.7610 -0.7577 0.074 -0.244 0.125
H -0.7380 0.9785 -0.2036 -0.116 -0.113 -0.031
H 1.0362 -1.1104 -1.2869 0.029 0.162 0.031
H 1.4016 0.6382 -1.2112 -0.039 -0.127 0.034
H 1.2611 -1.3106 1.1490 0.025 0.109 -0.044
H 1.4226 0.4699 1.3102 -0.004 -0.198 -0.072
H 5.0351 -1.8299 0.3357 -0.029 -0.068 0.010
H 7.4683 -2.1865 0.0988 0.025 -0.076 0.002
H 8.9753 -0.2581 -0.1801 0.082 -0.015 -0.009
H 8.0606 2.0316 -0.2253 0.043 0.068 -0.009
H 5.6148 2.3825 0.0124 -0.027 0.070 -0.004
H -3.2958 -2.3626 0.5345 0.012 -0.079 0.014
H -5.6816 -1.7412 0.9578 -0.001 -0.013 0.017
H -4.9960 2.0610 -0.8504 -0.001 0.007 -0.015
H -2.6339 1.4543 -1.2694 0.047 0.064 -0.049


Number 1: E_tot -7658.06164 eV. Number 2: E_tot -8898.42889 eV. Number 3: E_tot -7639.82602 eV. Number 4: E_tot -82218.50399 eV. Number 5: E_tot -19240.60782 eV. Number 6: E_tot -31136.13003 eV. Number 7: E_tot -30035.18195 eV.